Record 1
8 unconnected molecules or ions with the total composition C20H57NO13, computed with the ωB97M-V functional and the def2-TZVPD basis.

The geometry in ORCA input format:
```
! RIJCOSX wB97M-V def2-TZVPD def2/J DEFGRID3
* xyz 0 1
C -4.321 -2.010 -4.891
O -3.954 -1.853 -3.518
C -2.545 -2.028 -3.260
C -2.206 -1.858 -1.765
N -0.758 -1.758 -1.600
C -0.291 -2.408 -0.402
C -0.923 -1.720 0.865
O -2.144 -1.834 1.013
C -2.600 -1.574 2.317
H -3.959 -2.935 -5.428
H -3.859 -1.228 -5.460
H -5.457 -2.031 -4.935
H -1.929 -1.287 -3.798
H -2.243 -2.988 -3.571
H -2.685 -2.692 -1.221
H -2.776 -1.019 -1.425
H -0.387 -0.817 -1.852
H 0.797 -2.341 -0.391
H -0.450 -3.472 -0.267
H -0.561 -0.743 1.041
H -0.402 -2.237 1.692
H -2.222 -2.442 2.853
H -3.713 -1.459 2.379
H -2.115 -0.686 2.672
C 2.176 -1.877 -3.625
C 2.932 -2.492 -2.531
O 2.824 -3.928 -2.615
H 2.622 -2.195 -4.562
H 2.208 -0.804 -3.561
H 1.149 -2.129 -3.553
H 2.614 -2.146 -1.579
H 3.977 -2.210 -2.622
H 3.022 -4.224 -1.724
C -2.818 1.387 -4.448
C -3.515 1.581 -3.224
O -2.539 2.133 -2.315
H -2.466 2.285 -4.865
H -3.580 1.037 -5.202
H -1.972 0.724 -4.431
H -3.940 0.700 -2.840
H -4.369 2.269 -3.338
H -2.905 2.168 -1.440
C 4.837 1.408 2.361
C 5.677 0.352 1.744
O 5.034 -0.871 1.989
H 5.071 2.395 2.068
H 4.932 1.346 3.454
H 3.856 1.221 2.016
H 6.707 0.455 2.146
H 5.709 0.478 0.643
H 5.581 -1.375 2.639
C -1.963 1.619 0.893
C -3.392 1.363 0.766
O -3.980 2.403 -0.042
O -1.829 2.968 1.135
H -1.517 1.286 -0.077
H -1.498 0.949 1.625
H -3.938 1.335 1.719
H -3.470 0.415 0.179
H -4.951 2.368 0.032
H -2.482 3.391 0.560
C 1.776 -0.824 3.217
C 2.325 -1.925 4.021
O 1.937 -1.700 5.360
O 2.188 -1.158 1.882
H 2.340 0.038 3.533
H 0.683 -0.630 3.352
H 3.403 -1.873 3.898
H 1.988 -2.865 3.670
H 1.056 -2.115 5.452
H 3.137 -1.009 1.834
C 1.001 2.474 3.121
C 0.658 3.517 4.051
O 0.473 2.883 5.322
O 1.051 2.966 1.792
H 0.329 1.606 3.189
H 1.970 2.088 3.332
H -0.209 4.086 3.751
H 1.436 4.210 4.280
H -0.084 3.402 5.933
H 0.144 3.166 1.504
C 0.709 1.624 -1.553
C 1.463 0.821 -0.615
O 2.582 1.590 -0.281
O -0.195 0.822 -2.243
H 1.423 1.934 -2.301
H 0.204 2.544 -1.164
H 1.706 -0.219 -0.989
H 0.895 0.741 0.289
H 2.424 2.058 0.498
H -0.915 1.384 -2.558
*
```

Values from the calculation:
LUMO energy, eV: 0.159
Frontier orbital gap, eV: 7.80
ΔE to the lowest compared entry with this formula, charge and spin, eV: 0.084
E_HOMO, eV: -7.6
SMILES string: COCCNCCOC.OCCO.OCCO.OCCO.OCCO.CCO.CCO.CCO

---

Record 2
8 unconnected molecules or ions with the total composition C20H57NO16, computed with the ωB97M-V functional and the def2-TZVPD basis.

The geometry in ORCA input format:
```
! RIJCOSX wB97M-V def2-TZVPD def2/J DEFGRID3
* xyz 1 2
C -1.578 -0.046 8.455
O -2.624 0.614 7.887
C -3.470 0.047 6.794
C -2.613 -0.058 5.526
N -2.335 1.288 4.978
C -1.414 1.236 3.828
C -0.026 0.501 3.887
O 0.867 1.179 4.668
C 1.425 2.316 4.101
H -1.821 -1.013 8.894
H -1.213 0.448 9.355
H -0.668 -0.260 7.894
H -4.372 0.633 6.615
H -3.867 -0.926 7.084
H -3.075 -0.716 4.791
H -1.580 -0.332 5.741
H -1.817 1.756 5.708
H -1.523 2.143 3.234
H -1.995 0.655 3.112
H 0.475 0.471 2.920
H -0.175 -0.501 4.289
H 1.028 3.269 4.449
H 1.333 2.521 3.034
H 2.505 2.233 4.217
C -1.942 1.041 -4.448
C -1.679 2.563 -4.888
O -0.836 2.465 -6.020
O -2.735 1.089 -3.272
H -0.972 0.560 -4.321
H -2.405 0.339 -5.142
H -1.217 3.049 -4.029
H -2.589 3.015 -5.283
H -0.971 3.199 -6.623
H -2.710 1.963 -2.875
C 3.833 -0.572 -2.137
C 3.344 -1.851 -2.916
O 2.222 -1.639 -3.644
O 2.806 -0.216 -1.292
H 4.014 0.155 -2.928
H 4.736 -0.952 -1.659
H 3.087 -2.590 -2.157
H 4.061 -2.256 -3.630
H 1.992 -2.463 -4.079
H 2.181 0.418 -1.649
C -0.524 -3.570 -4.492
C -1.705 -4.113 -3.621
O -1.217 -3.869 -2.246
O 0.625 -4.178 -4.237
H -0.565 -2.482 -4.431
H -0.771 -3.604 -5.553
H -1.951 -5.170 -3.723
H -2.555 -3.494 -3.909
H -1.290 -4.719 -1.807
H 0.494 -5.112 -4.054
C 1.815 2.870 -3.774
C 3.185 3.386 -4.140
O 3.443 4.176 -2.995
O 1.857 2.099 -2.608
H 1.481 2.260 -4.613
H 1.074 3.668 -3.723
H 3.235 3.973 -5.058
H 3.833 2.511 -4.123
H 4.136 3.843 -2.419
H 2.261 2.636 -1.922
C -4.950 -2.581 -0.141
C -3.812 -1.717 0.278
O -4.058 -0.385 -0.254
O -6.060 -2.357 0.665
H -4.576 -3.598 -0.026
H -5.173 -2.335 -1.179
H -2.927 -2.161 -0.179
H -3.612 -1.686 1.349
H -3.285 0.181 -0.318
H -6.255 -1.429 0.516
C 4.363 1.450 1.929
C 4.337 -0.059 1.567
O 4.927 -0.811 2.541
O 3.656 2.334 1.150
H 5.388 1.801 2.053
H 4.095 1.688 2.958
H 4.706 -0.160 0.546
H 3.278 -0.312 1.532
H 4.468 -1.600 2.838
H 3.837 3.249 1.377
C -0.605 -0.110 -0.962
C 0.088 -1.309 -0.440
O 0.916 -0.992 0.674
O -1.247 0.758 0.025
H -1.289 -0.406 -1.757
H 0.138 0.493 -1.484
H 0.507 -1.942 -1.222
H -0.631 -2.019 -0.031
H 1.781 -0.801 0.304
H -0.551 0.929 0.664
*
```

Values from the calculation:
LUMO energy (spin up / spin down), eV: -2.178 / -7.763
Frontier orbital gap (spin up / spin down), eV: 9.36 / 3.78
ΔE to the lowest compared entry with this formula, charge and spin, eV: 0.000
E_HOMO (spin up / spin down), eV: -11.5 / -11.5
<S²>: 0.756

---

Record 3
A molecular structure, C20H58B2KO10Pb, computed with the ωB97M-V functional and the def2-TZVPD basis.

The geometry in ORCA input format:
```
! RIJCOSX wB97M-V def2-TZVPD def2/J DEFGRID3
* xyz 1 1
Pb -3.046 0.390 0.715
K 1.413 -0.476 1.829
B -0.637 -0.271 -0.299
H -0.712 0.655 0.251
H -1.391 -0.269 -1.071
H 0.288 -0.362 -0.847
H -0.800 -1.088 0.386
B -1.533 0.572 2.891
H -1.234 0.784 3.906
H -1.329 -0.467 2.683
H -2.574 0.843 2.815
H -0.950 1.202 2.237
C -2.423 3.596 2.230
O -2.476 2.874 1.018
C -2.222 3.718 -0.078
C -2.137 2.845 -1.357
O -3.274 1.960 -1.392
C -4.565 2.523 -1.794
H -1.411 3.814 2.574
H -2.993 3.002 2.944
H -2.839 4.590 2.065
H -1.254 4.210 0.019
H -2.982 4.469 -0.295
H -1.140 2.410 -1.281
H -2.260 3.488 -2.229
H -5.410 1.839 -1.722
H -4.451 2.932 -2.798
H -4.833 3.294 -1.072
C 4.881 -1.551 0.363
O 3.849 -0.540 0.272
C 4.318 0.662 -0.277
C 3.210 1.702 -0.406
O 2.637 2.062 0.866
C 1.735 3.132 0.778
H 4.525 -2.485 0.798
H 5.778 -1.303 0.930
H 5.260 -1.730 -0.643
H 4.687 0.448 -1.280
H 5.139 1.102 0.290
H 2.489 1.353 -1.144
H 3.567 2.589 -0.929
H 1.353 3.478 1.739
H 0.914 2.789 0.148
H 2.232 4.032 0.416
C -3.776 -0.919 -2.521
O -3.887 -1.247 -1.123
C -3.341 -2.497 -0.922
C -3.631 -2.927 0.520
O -3.298 -1.952 1.529
C -3.680 -2.433 2.766
H -4.264 0.037 -2.709
H -4.310 -1.706 -3.053
H -2.725 -0.878 -2.809
H -2.261 -2.436 -1.056
H -3.670 -3.223 -1.665
H -2.939 -3.757 0.660
H -4.645 -3.315 0.615
H -3.518 -1.752 3.601
H -3.290 -3.410 3.052
H -4.761 -2.547 2.847
C 4.615 -1.389 3.998
O 3.562 -2.018 3.316
C 2.750 -2.825 4.221
C 1.651 -3.665 3.584
O 1.426 -3.184 2.289
C 0.222 -3.672 1.672
H 4.168 -0.620 4.628
H 5.365 -0.920 3.360
H 5.202 -2.154 4.505
H 2.320 -2.116 4.927
H 3.420 -3.465 4.794
H 0.728 -3.594 4.160
H 1.923 -4.713 3.453
H 0.236 -4.759 1.594
H 0.252 -3.147 0.717
H -0.723 -3.382 2.131
C 3.663 0.886 -4.614
O 3.293 0.127 -3.475
C 2.095 -0.547 -3.607
C 0.812 0.369 -3.530
O 0.478 0.916 -4.785
C -0.625 1.838 -4.739
H 3.685 0.247 -5.497
H 4.708 1.150 -4.452
H 3.029 1.750 -4.811
H 2.019 -1.212 -2.747
H 2.033 -1.112 -4.537
H 0.984 1.240 -2.899
H -0.061 -0.166 -3.157
H -0.713 2.062 -5.802
H -0.392 2.831 -4.354
H -1.528 1.387 -4.328
*
```

Values from the calculation:
LUMO energy, eV: -2.306
Frontier orbital gap, eV: 9.15
ΔE to the lowest compared entry with this formula, charge and spin, eV: 2.424
E_HOMO, eV: -11.5

---

Record 4
A molecular structure, C20H58BFInO10, computed with the ωB97M-V functional and the def2-TZVPD basis.

The geometry in ORCA input format:
```
! RIJCOSX wB97M-V def2-TZVPD def2/J DEFGRID3
* xyz -1 1
C -3.198 -4.843 1.316
C -3.695 -3.480 0.849
F -5.092 -3.422 1.185
In -2.592 -1.694 1.648
C -0.783 -1.352 0.379
C -1.162 -1.074 -1.075
C 0.028 -0.893 -2.022
C 0.737 -2.199 -2.384
O 1.217 -2.206 -3.739
B -3.898 0.215 1.321
O -5.246 0.182 0.933
O -3.371 1.515 1.498
H -3.413 -5.661 0.615
H -3.685 -5.082 2.265
H -2.120 -4.830 1.495
H -3.694 -3.464 -0.249
H -2.225 -1.910 3.357
H -0.081 -2.195 0.432
H -0.252 -0.477 0.778
H -1.779 -0.170 -1.123
H -1.790 -1.888 -1.465
H -0.305 -0.421 -2.958
H 0.740 -0.198 -1.572
H 0.072 -3.054 -2.211
H 1.629 -2.353 -1.775
H 0.499 -1.905 -4.306
H -5.351 0.504 0.034
H -2.755 1.705 0.786
C -0.396 0.346 -7.686
C -0.477 -0.350 -6.341
O -0.177 -1.742 -6.429
H -1.073 -0.125 -8.400
H -0.665 1.399 -7.590
H 0.618 0.294 -8.089
H -1.491 -0.301 -5.945
H 0.185 0.140 -5.618
H 0.729 -1.836 -6.740
C 1.979 2.812 0.209
C 1.214 2.957 -1.091
O -0.017 2.233 -1.068
H 2.184 1.758 0.404
H 2.919 3.363 0.170
H 1.390 3.194 1.047
H 1.778 2.536 -1.925
H 1.027 4.016 -1.307
H -0.515 2.543 -0.303
C -3.012 5.198 -2.570
C -3.200 4.546 -1.212
O -2.872 3.167 -1.226
H -3.617 4.687 -3.320
H -3.303 6.249 -2.540
H -1.966 5.144 -2.883
H -4.244 4.593 -0.903
H -2.612 5.077 -0.453
H -1.948 3.072 -1.491
C -1.281 -0.219 7.437
C -1.036 -0.405 5.946
O -0.491 -1.682 5.673
H -0.355 -0.372 7.994
H -1.662 0.781 7.657
H -2.014 -0.947 7.793
H -0.303 0.320 5.587
H -1.958 -0.252 5.376
H -1.160 -2.342 5.896
C 4.851 -0.444 -4.336
C 4.087 0.642 -3.598
O 2.687 0.477 -3.687
H 4.555 -0.467 -5.385
H 5.929 -0.273 -4.278
H 4.637 -1.423 -3.904
H 4.297 1.618 -4.042
H 4.410 0.681 -2.549
H 2.444 -0.387 -3.326
C 7.061 3.389 -0.572
C 5.917 4.042 -1.323
O 4.918 4.559 -0.453
H 6.687 2.589 0.067
H 7.789 2.969 -1.268
H 7.579 4.116 0.058
H 5.400 3.309 -1.941
H 6.292 4.829 -1.986
H 5.316 5.232 0.106
C -1.768 -5.824 8.360
C -1.333 -4.411 8.025
O -2.024 -3.886 6.900
H -1.621 -6.479 7.501
H -1.195 -6.216 9.202
H -2.826 -5.852 8.632
H -0.280 -4.387 7.744
H -1.457 -3.754 8.893
H -2.967 -3.855 7.088
*
```

Values from the calculation:
LUMO energy, eV: 2.046
Frontier orbital gap, eV: 5.73
E_HOMO, eV: -3.7

---

Record 5
8 unconnected molecules or ions with the total composition C20H58N2O14, computed with the ωB97M-V functional and the def2-TZVPD basis.

The geometry in ORCA input format:
```
! RIJCOSX wB97M-V def2-TZVPD def2/J DEFGRID3
* xyz 0 1
C 0.590 -2.369 5.912
C 0.084 -1.688 4.660
O -0.082 -0.287 4.848
O 1.854 -1.856 6.305
H 0.805 -3.416 5.675
H -0.144 -2.410 6.722
H -0.859 -2.143 4.343
H 0.803 -1.848 3.860
H -1.005 -0.078 5.004
H 1.709 -0.969 6.656
C 1.576 -0.472 -0.093
C 0.742 0.230 -1.135
O -0.603 -0.199 -0.949
O 1.238 -0.057 1.230
H 2.643 -0.256 -0.226
H 1.438 -1.550 -0.164
H 1.094 -0.042 -2.132
H 0.769 1.321 -1.069
H -1.120 0.523 -0.524
H 0.847 -0.803 1.705
C -0.224 5.040 -2.030
C -0.288 4.371 -0.667
O 1.017 4.346 -0.107
O 0.470 4.186 -2.934
H 0.239 6.029 -2.090
H -1.245 5.165 -2.399
H -0.540 3.322 -0.846
H -0.996 4.891 -0.011
H 1.084 3.712 0.640
H 1.324 3.978 -2.536
C 3.730 -2.621 -4.654
C 3.273 -1.278 -4.142
O 4.300 -0.482 -3.571
O 3.528 -3.655 -3.693
H 4.755 -2.616 -5.036
H 3.155 -2.862 -5.560
H 2.519 -1.530 -3.384
H 2.816 -0.670 -4.919
H 4.492 -0.772 -2.676
H 4.256 -4.274 -3.762
C 2.987 2.575 3.610
C 1.477 2.637 3.405
O 1.199 2.622 2.006
O 3.409 2.526 4.964
H 3.412 3.462 3.124
H 3.397 1.736 3.048
H 0.981 3.495 3.863
H 0.963 1.772 3.841
H 1.297 1.705 1.682
H 3.388 3.433 5.283
C -0.892 -1.030 -4.401
C -1.278 0.430 -4.675
O -2.660 0.591 -4.886
O -0.884 -1.797 -5.591
H -1.608 -1.475 -3.713
H 0.095 -1.101 -3.921
H -0.663 0.820 -5.490
H -1.003 1.041 -3.801
H -3.083 0.654 -4.001
H -0.210 -1.478 -6.195
C -4.379 2.643 -2.480
C -3.232 1.925 -1.808
C -3.259 2.206 -0.299
O -2.041 1.754 0.270
C -2.050 1.619 1.676
N -3.359 0.483 -2.137
H -4.620 2.249 -3.462
H -4.186 3.719 -2.546
H -5.293 2.639 -1.870
H -2.278 2.290 -2.198
H -4.138 1.770 0.191
H -3.275 3.301 -0.175
H -1.222 0.982 1.988
H -2.995 1.235 2.064
H -1.828 2.585 2.146
H -2.744 -0.112 -1.579
H -4.263 0.220 -1.729
C -1.842 -2.334 1.516
C -1.243 -3.640 1.004
C 0.075 -3.996 1.683
O 0.980 -2.902 1.705
C 2.263 -3.327 2.114
N -2.245 -4.693 1.192
H -2.224 -2.373 2.537
H -2.663 -2.019 0.864
H -1.159 -1.490 1.369
H -1.114 -3.485 -0.070
H 0.537 -4.782 1.071
H -0.075 -4.388 2.696
H 2.285 -3.627 3.171
H 2.949 -2.482 2.050
H 2.608 -4.168 1.507
H -1.824 -5.593 0.967
H -2.516 -4.740 2.170
*
```

Values from the calculation:
LUMO energy, eV: 0.215
Frontier orbital gap, eV: 9.23
ΔE to the lowest compared entry with this formula, charge and spin, eV: 0.000
E_HOMO, eV: -9.0
SMILES string: COC[C@H](C)N.COC[C@H](C)N.OCCO.OCCO.OCCO.OCCO.OCCO.OCCO

---

| no. | maximum force (hartree/bohr) |
| --- | --- |
| 1 | 0.19415 |
| 2 | 0.09086 |
| 3 | 0.08508 |
| 4 | 0.01024 |
| 5 | 0.02884 |